The following is a DFT calculation (ωB97M-V/def2-TZVPD) of a structure of composition C20H22ClNO4.

The LUMO energy comes out at -0.44 eV.

Element x y z (Å)
O: -2.979 1.170 -1.544
C: -1.988 1.905 -1.490
C: -0.835 1.294 -0.970
C: 0.228 1.989 -0.185
C: 1.521 1.368 0.226
C: 1.688 -0.017 0.225
C: 0.798 -0.747 -0.383
C: -0.460 -0.235 -1.176
H: -1.179 -0.834 -1.697
H: 0.870 -1.773 -0.778
O: 2.582 -0.582 0.711
C: 3.030 -2.000 0.527
C: 2.434 -2.691 1.423
O: 2.783 -2.741 2.812
H: 2.609 -3.599 3.121
C: 2.181 -4.172 1.136
N: 1.738 -4.923 2.066
C: 2.067 -6.400 1.997
C: 1.380 -7.155 3.018
O: 0.047 -7.119 3.336
C: -0.292 -5.853 3.243
C: 0.069 -5.043 2.291
H: -0.283 -3.948 2.278
H: -0.368 -5.379 1.372
H: -1.539 -5.946 3.128
H: 0.031 -5.264 4.188
H: 1.925 -8.182 3.030
H: 1.802 -6.809 3.984
H: 3.148 -6.477 2.017
H: 1.637 -6.807 1.040
H: 3.058 -4.554 0.707
H: 1.602 -4.254 -0.038
H: 1.194 -2.269 1.637
H: 4.255 -1.890 0.881
H: 3.054 -2.201 -0.433
H: 1.841 1.893 0.968
H: 0.029 2.944 -0.110
C: -1.995 3.306 -1.521
C: -0.851 3.816 -2.279
C: -0.949 5.070 -2.512
C: -1.985 6.055 -2.323
C: -3.212 5.238 -1.653
C: -3.045 3.894 -1.536
H: -3.840 3.471 -1.164
H: -4.070 5.735 -1.814
Cl: -2.032 7.734 -2.922
H: 0.096 5.783 -3.050
H: 0.185 3.445 -2.483

***

The following is a DFT calculation (ωB97M-V/def2-TZVPD) of a structure of composition C20H22ErNO2S5SeSi.

As for the spin multiplicity: 4. The LUMO energy (spin up / spin down) comes out at 4.08 / 4.08 eV. As for the expectation value of S²: 3.75. The charge is -2.

Element x y z (Å)
Er: -0.373 -0.106 0.476
O: -1.148 1.791 1.390
C: -0.093 2.407 1.025
O: 0.836 1.813 0.422
C: 0.007 3.956 1.115
C: 1.014 4.692 0.424
C: 1.102 6.057 0.518
C: 0.066 6.725 1.242
C: -0.944 6.032 1.793
C: -1.048 4.634 1.727
H: 1.689 4.124 -0.180
H: 1.876 6.706 0.077
H: 0.066 7.792 1.345
H: -1.683 6.605 2.344
H: -1.854 4.019 2.129
C: -2.599 -2.341 2.424
S: -1.918 -0.740 2.844
C: -0.813 -1.218 4.114
C: 0.570 -0.945 4.038
S: 1.377 -0.093 2.854
S: 1.389 -1.598 5.478
C: 0.001 -2.036 6.382
S: 0.041 -2.582 7.935
S: -1.501 -1.946 5.524
H: -1.943 -3.182 2.675
H: -2.769 -2.279 1.330
H: -3.607 -2.348 2.848
N: 0.544 -1.889 -0.128
C: 0.602 -3.115 -0.406
C: -0.349 -3.741 -1.339
C: -0.127 -4.981 -1.899
C: 0.990 -5.731 -1.521
C: 1.891 -5.268 -0.505
C: 1.758 -3.993 0.046
H: -1.161 -3.192 -1.773
H: -0.778 -5.360 -2.663
H: 1.139 -6.697 -2.043
H: 2.746 -5.904 -0.273
H: 2.407 -3.534 0.788
C: 0.871 2.001 -2.971
Si: -0.177 0.482 -3.348
C: 0.977 -0.987 -3.562
C: -0.914 0.704 -5.044
Se: -1.901 0.287 -1.841
H: 0.693 2.481 -2.053
H: 0.739 2.646 -3.813
H: 1.887 1.624 -2.943
H: 1.597 -0.737 -4.450
H: 0.532 -1.989 -3.686
H: 1.605 -1.093 -2.674
H: -0.270 1.122 -5.819
H: -1.835 1.231 -5.013
H: -1.206 -0.304 -5.355

***

The following is a DFT calculation (ωB97M-V/def2-TZVPD) of an isolated molecule of C20H22F3N5O2.

The LUMO energy comes out at 0.57 eV. Its SMILES is Cc1cnc(CNC(=O)C[C@H]2C(=O)NCCN2Cc2ccccc2C(F)(F)F)cn1.

Element x y z (Å)
C: -8.061 -0.873 -1.492
C: -6.715 -0.700 -0.870
N: -6.486 -1.311 0.288
C: -5.296 -1.169 0.843
C: -4.294 -0.405 0.249
N: -4.521 0.213 -0.906
C: -5.711 0.069 -1.460
H: -5.865 0.584 -2.399
C: -2.941 -0.224 0.879
N: -2.008 0.372 -0.041
C: -0.790 -0.151 -0.275
O: -0.354 -1.105 0.342
C: 0.011 0.594 -1.330
H: -0.653 1.099 -2.031
H: 0.637 -0.122 -1.861
C: 0.914 1.646 -0.638
N: 1.963 0.967 0.093
C: 2.323 1.584 1.347
C: 1.076 1.630 2.216
N: 0.096 2.442 1.536
C: -0.022 2.513 0.201
O: -0.866 3.210 -0.333
H: -0.568 2.978 2.076
H: 1.294 2.069 3.191
H: 0.700 0.609 2.353
H: 3.090 0.969 1.822
H: 2.724 2.606 1.215
C: 3.121 0.625 -0.708
C: 3.749 -0.648 -0.197
C: 2.928 -1.624 0.358
C: 3.456 -2.812 0.827
C: 4.818 -3.052 0.748
C: 5.650 -2.100 0.190
C: 5.119 -0.904 -0.283
C: 6.048 0.110 -0.887
F: 7.306 -0.332 -1.013
F: 5.671 0.500 -2.122
F: 6.131 1.242 -0.154
H: 6.711 -2.279 0.117
H: 5.236 -3.977 1.114
H: 2.799 -3.555 1.253
H: 1.866 -1.436 0.416
H: 2.805 0.451 -1.741
H: 3.846 1.453 -0.723
H: 1.324 2.313 -1.418
H: -2.358 1.142 -0.591
H: -3.050 0.405 1.775
H: -2.527 -1.189 1.190
H: -5.141 -1.680 1.784
H: -8.680 -1.491 -0.849
H: -8.539 0.095 -1.634
H: -7.967 -1.348 -2.467

***

The following is a DFT calculation (ωB97M-V/def2-TZVPD) of a structure of composition C20H22N10OTl.

The LUMO energy comes out at 2.42 eV. The charge is -1.

Element x y z (Å)
Tl: -1.342 -1.193 -0.713
O: 0.053 0.081 3.361
C: -0.335 -0.485 2.326
N: -0.950 0.073 1.282
C: -1.459 1.413 1.479
C: -2.022 2.117 0.253
C: -2.490 3.453 0.393
C: -3.122 4.090 -0.674
C: -3.286 3.391 -1.904
C: -2.732 2.128 -1.955
N: -2.093 1.532 -0.921
C: 0.006 -1.950 2.288
C: 0.250 -2.664 3.489
C: 0.463 -4.036 3.432
C: 0.506 -4.701 2.177
C: 0.343 -3.891 1.060
N: 0.141 -2.578 1.123
H: -0.681 2.045 1.920
H: -2.252 1.389 2.261
H: -2.409 3.922 1.372
H: -3.518 5.091 -0.555
H: -3.832 3.781 -2.752
H: -2.808 1.532 -2.851
H: 0.221 -2.116 4.416
H: 0.608 -4.595 4.358
H: 0.623 -5.785 2.066
H: 0.437 -4.316 0.052
N: -3.538 -2.013 0.417
C: -4.695 -2.026 0.647
N: -5.934 -1.981 1.044
C: -6.849 -2.450 0.270
N: -7.781 -2.854 -0.351
C: 2.046 -0.659 -2.123
N: 1.412 0.077 -1.035
C: 2.230 -0.008 0.160
N: 3.565 0.512 -0.073
C: 4.161 -0.243 -1.182
N: 3.401 -0.174 -2.418
C: 3.267 1.253 -2.758
N: 2.635 2.047 -1.712
C: 1.318 1.473 -1.431
C: 3.455 1.894 -0.504
H: 1.459 -0.568 -3.036
H: 2.149 -1.713 -1.820
H: 2.311 -1.064 0.468
H: 1.753 0.594 0.959
H: 4.302 -1.302 -0.944
H: 5.149 0.166 -1.381
H: 2.649 1.273 -3.673
H: 4.268 1.651 -2.976
H: 0.685 1.543 -2.340
H: 0.858 2.033 -0.631
H: 2.947 2.473 0.305
H: 4.457 2.337 -0.665

***

Max |F|, record by record: 0.3282; 0.0790; 0.0103; 0.0876 hartree/bohr
Molecular weight, record by record: 375.85; 743.04; 421.42; 622.85 g mol⁻¹